# 1
A 2-piece molecular cluster, C4H7N3 overall in a non-equilibrium geometry. Source: the OMol25 dataset; level of theory: ωB97M-V/def2-TZVPD.

ORCA input file:
```
! wB97M-V def2-TZVPD RIJCOSX def2/J DEFGRID3
* xyz 2 1
N -1.757 0.335 -0.383
N -0.754 1.786 0.924
N 2.134 0.606 -0.205
C -0.755 0.601 0.401
C -2.615 -0.198 -0.929
C 1.463 -0.352 -0.121
C 1.037 -1.724 -0.111
H 1.130 -2.142 -1.128
H -3.642 -0.488 -1.184
H 1.870 -2.001 0.551
H 3.032 1.074 -0.372
H 0.168 -2.172 0.359
H 0.106 2.097 1.430
H -1.415 2.576 0.767
*
```

Values from the calculation:
LUMO level in eV: -10.2

natural (NBO) atomic charge list, values in e, 5 entries:
1. N -0.3114
2. N -0.6108
3. N -0.4847
4. C 0.2735
5. C 0.5094

---

# 2
A 2-piece molecular cluster, C4H7N3 overall in a non-equilibrium geometry. Source: the OMol25 dataset; level of theory: ωB97M-V/def2-TZVPD.

ORCA input file:
```
! wB97M-V def2-TZVPD RIJCOSX def2/J DEFGRID3
* xyz 2 3
N -2.353 0.384 -0.084
N 1.959 1.350 -0.632
N -1.557 0.093 2.015
C -1.352 0.185 0.759
C -2.973 0.510 -1.056
C 2.043 0.204 -0.671
C 2.218 -1.168 -0.687
H -3.559 0.638 -1.931
H 1.959 2.349 -0.727
H 2.271 -1.576 0.327
H -0.778 -0.064 2.649
H 3.172 -1.396 -1.187
H -2.473 0.166 2.467
H 1.423 -1.675 -1.242
*
```

Values from the calculation:
LUMO level (alpha / beta) in eV: -7.7 / -10.9

natural (NBO) atomic charge list, values in e, 5 entries:
1. N -0.3757
2. N -0.4141
3. N -0.7737
4. C 0.5273
5. C 0.4042

---

# 3
C4H7N3O as an isolated structure in a non-equilibrium geometry. Source: the OMol25 dataset; level of theory: ωB97M-V/def2-TZVPD.

ORCA input file:
```
! wB97M-V def2-TZVPD RIJCOSX def2/J DEFGRID3
* xyz 0 1
O -2.128 2.207 0.536
N -0.617 -0.756 1.453
N -0.523 0.952 -1.576
N -1.005 0.219 0.546
C 1.660 -1.122 -1.222
C 1.395 0.210 -0.359
C -1.935 1.021 0.932
C 0.009 0.592 -0.506
H 0.118 1.087 -2.270
H -2.620 0.338 1.656
H 0.168 -0.132 2.291
H 0.765 -1.704 -1.818
H 2.594 -1.830 -1.176
H 2.018 0.605 0.531
H 0.102 -1.687 0.983
*
```

Values from the calculation:
LUMO level in eV: -0.7

natural (NBO) atomic charge list, values in e, 5 entries:
1. O -0.5921
2. N -0.6405
3. N -0.5543
4. N -0.3288
5. C -0.3766

---

# 4
One molecule with the formula C4H7N3O in a non-equilibrium geometry. Source: the OMol25 dataset; level of theory: ωB97M-V/def2-TZVPD.

ORCA input file:
```
! wB97M-V def2-TZVPD RIJCOSX def2/J DEFGRID3
* xyz 0 1
O -1.452 -2.773 -0.557
N 1.981 0.502 -0.228
N -0.223 2.044 -0.550
N 0.685 -0.091 -0.088
C -0.474 -2.147 -0.378
C -0.360 0.843 -0.065
C -1.695 0.509 0.560
C 0.615 -1.468 -0.180
H 1.565 -1.987 -0.215
H -2.290 -0.098 -0.126
H 0.713 2.067 -0.978
H 2.025 1.318 0.395
H -2.252 1.427 0.773
H 2.706 -0.118 0.137
H -1.543 -0.029 1.500
*
```

Values from the calculation:
SMILES: [H]/N=C(/C)N(N)C=C=O
LUMO level in eV: 0.4

natural (NBO) atomic charge list, values in e, 5 entries:
1. O -0.4395
2. N -0.6555
3. N -0.6940
4. N -0.2861
5. C 0.6583

---

# 5
One molecule with the formula C4H7N3O in a non-equilibrium geometry. Source: the OMol25 dataset; level of theory: ωB97M-V/def2-TZVPD.

ORCA input file:
```
! wB97M-V def2-TZVPD RIJCOSX def2/J DEFGRID3
* xyz 0 1
O 1.032 2.475 -0.295
N 0.188 -0.846 -1.344
N -0.949 -0.323 1.373
N -0.822 -1.626 -0.582
C 0.882 -0.164 -0.217
C 0.976 1.293 0.356
C -0.217 0.517 0.443
C -1.178 -1.372 0.703
H 0.251 2.757 -0.931
H 1.474 -0.876 0.375
H -0.874 0.925 -0.356
H 0.748 -1.582 -1.746
H 1.702 1.327 1.112
H -1.814 -2.124 1.101
H -1.437 -2.309 -1.037
*
```

Values from the calculation:
SMILES: O[C@H]1[C@@H]2N=CNN[C@@H]12
LUMO level in eV: 0.9

natural (NBO) atomic charge list, values in e, 5 entries:
1. O -0.6944
2. N -0.4177
3. N -0.4827
4. N -0.5101
5. C -0.1766

---

# 6
A 2-piece molecular cluster, C4H7N3O overall in a non-equilibrium geometry. Source: the OMol25 dataset; level of theory: ωB97M-V/def2-TZVPD.

ORCA input file:
```
! wB97M-V def2-TZVPD RIJCOSX def2/J DEFGRID3
* xyz 0 1
O 3.464 0.216 0.292
N -0.852 -0.211 0.065
N 0.924 1.932 1.393
N 1.756 -0.483 -1.041
C -1.866 0.793 -0.113
C -1.127 -1.357 0.551
C 2.285 0.146 0.029
C 1.213 1.007 0.762
H -2.825 0.505 0.329
H -2.090 -1.581 1.010
H -1.972 1.014 -1.175
H 2.383 -1.006 -1.634
H -1.522 1.694 0.397
H -0.510 -2.205 0.296
H 0.739 -0.464 -1.161
*
```

Values from the calculation:
SMILES: N#CC(N)=O.C=NC
LUMO level in eV: 0.6

natural (NBO) atomic charge list, values in e, 5 entries:
1. O -0.5506
2. N -0.4366
3. N -0.3098
4. N -0.8127
5. C -0.4429

---

# 7
One molecule with the formula C4H7N3O in a non-equilibrium geometry. Source: the OMol25 dataset; level of theory: ωB97M-V/def2-TZVPD.

ORCA input file:
```
! wB97M-V def2-TZVPD RIJCOSX def2/J DEFGRID3
* xyz 0 1
O -0.755 -3.540 -0.131
N 0.811 1.808 0.294
N 0.393 -0.019 -1.056
N -0.609 -2.334 0.128
C -0.548 -0.933 -1.392
C -0.242 -0.175 1.241
C 0.365 0.485 0.243
C -0.432 -1.672 1.194
H 1.369 -0.222 -1.175
H -0.415 -1.699 -2.178
H -0.330 0.355 2.262
H -0.371 -2.272 2.048
H 1.051 2.340 1.047
H 1.354 2.148 -0.481
H -1.660 -0.621 -1.382
*
```

Values from the calculation:
LUMO level in eV: 0.7

natural (NBO) atomic charge list, values in e, 5 entries:
1. O -0.5049
2. N -0.8115
3. N -0.6208
4. N 0.1046
5. C -0.0831

---

# 8
One molecule with the formula C4H7N3O in a non-equilibrium geometry. Source: the OMol25 dataset; level of theory: ωB97M-V/def2-TZVPD.

ORCA input file:
```
! wB97M-V def2-TZVPD RIJCOSX def2/J DEFGRID3
* xyz 0 1
O -0.575 -2.456 0.586
N 1.507 1.276 1.045
N 1.053 -1.013 -0.319
N 1.131 0.233 -1.100
C 0.804 0.588 0.223
C -0.893 0.392 0.465
C -1.739 1.031 -0.363
C -0.367 -1.560 -0.222
H -1.566 1.034 -1.435
H 1.888 -1.473 0.038
H -2.643 1.512 -0.006
H -1.103 0.336 1.528
H 1.211 1.165 2.013
H 2.123 0.437 -1.235
H -0.831 -1.503 -1.218
*
```

Values from the calculation:
LUMO level in eV: -0.6

natural (NBO) atomic charge list, values in e, 5 entries:
1. O -0.5422
2. N -0.8075
3. N -0.4955
4. N -0.4676
5. C 0.4910

---

# 9
One molecule with the formula C4H7N3O in a non-equilibrium geometry. Source: the OMol25 dataset; level of theory: ωB97M-V/def2-TZVPD.

ORCA input file:
```
! wB97M-V def2-TZVPD RIJCOSX def2/J DEFGRID3
* xyz 0 1
O 0.235 1.716 -0.039
N 2.746 -0.858 -0.098
N -1.810 0.584 -0.117
N 0.327 -0.556 -0.109
C 1.598 1.313 -0.073
C -2.500 -0.690 -0.019
C -0.417 0.541 -0.085
C 1.632 -0.062 -0.076
H -2.266 -1.310 -0.860
H 2.523 -1.822 0.059
H -2.236 1.391 0.263
H 2.389 2.060 -0.062
H 3.559 -0.488 0.401
H -2.196 -1.252 0.850
H -3.584 -0.568 -0.037
*
```

Values from the calculation:
SMILES: CNc1nc(N)co1
LUMO level in eV: 1.0

natural (NBO) atomic charge list, values in e, 5 entries:
1. O -0.4309
2. N -0.8113
3. N -0.6097
4. N -0.5724
5. C -0.1089

---

# 10
C4H7N3O as an isolated structure in a non-equilibrium geometry. Source: the OMol25 dataset; level of theory: ωB97M-V/def2-TZVPD.

ORCA input file:
```
! wB97M-V def2-TZVPD RIJCOSX def2/J DEFGRID3
* xyz 0 1
O 0.983 -2.216 0.572
N -0.107 -0.263 -0.063
N 2.132 -0.101 -0.500
N 0.053 1.126 -0.138
C -2.450 -0.255 -0.171
C -1.303 -0.857 0.116
C 1.113 -1.060 -0.027
C 0.766 1.612 0.784
H -3.565 -0.694 0.183
H 1.319 0.986 1.417
H 0.651 2.782 0.890
H -1.406 -1.908 0.157
H 2.907 -0.587 -1.037
H -2.520 0.849 -0.775
H 1.428 0.586 -1.407
*
```

Values from the calculation:
LUMO level in eV: 0.1

natural (NBO) atomic charge list, values in e, 5 entries:
1. O -0.5993
2. N -0.3623
3. N -0.8729
4. N -0.2928
5. C -0.4708

---

# 11
One molecule with the formula C4H7N3O. Source: the OMol25 dataset; level of theory: ωB97M-V/def2-TZVPD.

ORCA input file:
```
! wB97M-V def2-TZVPD RIJCOSX def2/J DEFGRID3
* xyz 0 1
O -1.185 -0.744 -1.450
N 0.138 2.417 0.098
N 0.218 1.420 1.023
N -0.289 0.331 0.569
C -0.589 -1.804 1.823
C -0.042 -0.358 -0.816
C -0.090 -0.956 0.942
C 1.052 0.002 -1.535
H -1.268 -1.474 2.607
H 0.816 3.132 0.328
H -1.675 -1.350 -0.879
H 1.075 -0.226 -2.589
H -0.310 -2.849 1.802
H 1.941 0.367 -1.046
H 0.208 2.093 -0.877
*
```

Values from the calculation:
LUMO level (alpha / beta) in eV: 0.1 / 0.0

natural (NBO) atomic charge list, values in e, 5 entries:
1. O -0.6787
2. N -0.6198
3. N -0.0225
4. N -0.2000
5. C -0.4760

---

# 12
C4H7N3O2 as an isolated structure in a non-equilibrium geometry. Source: the OMol25 dataset; level of theory: ωB97M-V/def2-TZVPD.

ORCA input file:
```
! wB97M-V def2-TZVPD RIJCOSX def2/J DEFGRID3
* xyz 0 1
O 1.417 2.288 -0.287
O 0.140 -1.089 -0.327
N -1.228 2.228 0.091
N 1.187 -0.156 0.204
N -1.039 -0.217 -0.704
C 2.568 -0.710 0.035
C 0.869 1.162 -0.042
C -2.200 -0.875 0.160
C -0.508 1.126 -0.112
H -2.739 -1.514 -0.839
H -2.233 2.296 0.125
H -2.935 0.145 0.598
H 3.507 -0.015 0.200
H 2.467 -1.390 -0.971
H -1.492 -1.566 1.202
H 2.220 -1.712 0.668
*
```

Values from the calculation:
LUMO level in eV: -0.2

natural (NBO) atomic charge list, values in e, 5 entries:
1. O -0.5269
2. O -0.2606
3. N -0.5820
4. N -0.1521
5. N -0.1570

---

# 13
One molecule with the formula C4H7N3O3 in a non-equilibrium geometry. Source: the OMol25 dataset; level of theory: ωB97M-V/def2-TZVPD.

ORCA input file:
```
! wB97M-V def2-TZVPD RIJCOSX def2/J DEFGRID3
* xyz 0 1
O -2.963 0.812 0.504
O -0.886 2.246 0.226
O -2.284 -2.169 -0.244
N 0.405 -0.896 -0.624
N -1.798 0.100 0.111
N 0.400 0.449 -0.413
C 1.611 1.222 -0.552
C 0.983 -1.736 0.316
C -1.704 -1.144 -0.130
C -0.649 1.051 -0.030
H 2.423 0.508 -0.668
H 2.019 -1.417 0.516
H 1.083 -2.723 -0.034
H 0.464 -1.794 1.456
H 1.568 2.055 -1.392
H 1.906 1.731 0.386
H -2.579 1.706 0.571
*
```

Values from the calculation:
LUMO level (alpha / beta) in eV: -0.1 / -0.1

natural (NBO) atomic charge list, values in e, 5 entries:
1. O -0.5002
2. O -0.6509
3. O -0.4712
4. N -0.3689
5. N -0.2356

---

# 14
A 2-piece molecular cluster, C4H7N3O7 overall in a non-equilibrium geometry. Source: the OMol25 dataset; level of theory: ωB97M-V/def2-TZVPD.

ORCA input file:
```
! wB97M-V def2-TZVPD RIJCOSX def2/J DEFGRID3
* xyz 0 1
O -2.898 1.791 1.400
O -0.024 0.490 -0.453
O -2.557 -1.222 0.064
O -0.359 0.220 3.772
O -0.921 2.213 2.049
O -1.074 -1.716 3.136
O -3.724 -0.984 1.879
N -2.791 -0.840 1.166
N -0.995 -0.492 3.020
N -1.814 1.487 1.772
C -0.846 0.118 -1.622
C 1.267 -0.157 1.357
C 0.092 -0.393 0.497
C -1.533 0.006 1.727
H -0.872 -1.028 -1.571
H 1.339 0.785 1.721
H -0.075 -1.385 0.292
H -1.751 0.511 -1.529
H 2.200 -0.373 0.710
H 1.133 -0.837 2.156
H -0.333 0.455 -2.448
*
```

Values from the calculation:
LUMO level in eV: -0.7

natural (NBO) atomic charge list, values in e, 5 entries:
1. O -0.3616
2. O -0.4876
3. O -0.3668
4. O -0.3363
5. O -0.3255

---

# 15
A 2-piece molecular cluster, C4H7N3OS overall in a non-equilibrium geometry. Source: the OMol25 dataset; level of theory: ωB97M-V/def2-TZVPD.

ORCA input file:
```
! wB97M-V def2-TZVPD RIJCOSX def2/J DEFGRID3
* xyz 0 1
S 1.651 1.458 -0.499
O 2.181 -1.280 -1.614
N -2.263 -0.783 0.074
N -3.351 -0.120 -0.276
N -3.119 1.128 -0.855
C 1.547 -1.411 -0.427
C 1.202 -0.006 0.185
C -1.813 1.220 -0.859
C -1.310 0.080 -0.264
H 0.613 -1.982 -0.412
H 2.207 -1.889 0.288
H 1.623 -0.987 -2.370
H -4.310 -0.418 -0.050
H 1.198 -0.028 1.331
H -1.287 1.996 -1.248
H 0.829 2.073 0.300
*
```

Values from the calculation:
LUMO level (alpha / beta) in eV: -0.1 / -0.3

natural (NBO) atomic charge list, values in e, 5 entries:
1. S 0.1357
2. O -0.7113
3. N -0.2998
4. N -0.2004
5. N -0.2403

---

# 16
One molecule with the formula C4H7N3S in a non-equilibrium geometry. Source: the OMol25 dataset; level of theory: ωB97M-V/def2-TZVPD.

ORCA input file:
```
! wB97M-V def2-TZVPD RIJCOSX def2/J DEFGRID3
* xyz 0 1
S 3.548 0.143 0.158
N -0.603 1.493 -0.139
N 1.081 -0.350 -0.470
N -1.283 0.764 0.870
C 0.129 0.658 -1.017
C -1.241 -0.648 0.479
C -0.316 -0.722 -0.717
C 2.079 -0.583 0.394
H 1.965 -1.342 1.102
H -0.770 -1.423 1.313
H -2.248 -1.073 0.235
H -0.403 -1.554 -1.288
H -0.070 2.255 0.310
H -2.166 1.245 0.847
H 0.299 1.137 -2.078
*
```

Values from the calculation:
SMILES: S=CN1[C@@H]2NNC[C@@H]21
LUMO level in eV: 0.6

natural (NBO) atomic charge list, values in e, 5 entries:
1. S -0.1415
2. N -0.4803
3. N -0.4340
4. N -0.4758
5. C 0.1172

---

# 17
One molecule with the formula C4H7N3S in a non-equilibrium geometry. Source: the OMol25 dataset; level of theory: ωB97M-V/def2-TZVPD.

ORCA input file:
```
! wB97M-V def2-TZVPD RIJCOSX def2/J DEFGRID3
* xyz 0 1
S -1.039 -1.235 -0.579
N -0.368 0.123 0.140
N -0.058 1.685 1.680
N 0.880 1.868 0.646
C 0.238 -2.474 -0.133
C 0.670 0.953 -0.284
C -0.746 0.624 1.371
C 1.335 0.823 -1.601
H 0.024 -3.439 -0.586
H 0.216 -2.722 0.943
H -1.603 0.227 1.942
H 1.854 -0.125 -1.841
H 1.219 -2.120 -0.487
H 0.645 1.022 -2.408
H 2.104 1.619 -1.666
*
```

Values from the calculation:
SMILES: CSn1cnnc1C
LUMO level in eV: 0.5

natural (NBO) atomic charge list, values in e, 5 entries:
1. S 0.4390
2. N -0.5547
3. N -0.2772
4. N -0.2863
5. C -0.7605

---

# 18
One molecule with the formula C4H7N3S in a non-equilibrium geometry. Source: the OMol25 dataset; level of theory: ωB97M-V/def2-TZVPD.

ORCA input file:
```
! wB97M-V def2-TZVPD RIJCOSX def2/J DEFGRID3
* xyz 0 1
S 0.645 2.516 2.989
N 0.825 0.301 1.036
N 0.713 2.617 1.298
N 0.107 -0.740 -0.980
C -0.714 -1.797 -1.512
C -1.259 -0.420 -1.176
C 0.841 1.573 0.589
C 0.784 -0.670 0.220
H -0.536 -2.051 -2.560
H 0.575 1.174 3.112
H -1.982 -0.358 -0.302
H -1.016 -2.579 -0.879
H 1.293 -1.617 0.626
H -1.359 0.343 -1.927
H 1.081 1.707 -0.536
*
```

Values from the calculation:
SMILES: S/N=C\N=C/N1CC1
LUMO level in eV: 0.3

natural (NBO) atomic charge list, values in e, 5 entries:
1. S 0.1730
2. N -0.5566
3. N -0.5900
4. N -0.4319
5. C -0.2232

---

# 19
One molecule with the formula C4H7N3S in a non-equilibrium geometry. Source: the OMol25 dataset; level of theory: ωB97M-V/def2-TZVPD.

ORCA input file:
```
! wB97M-V def2-TZVPD RIJCOSX def2/J DEFGRID3
* xyz 0 1
S 0.053 -1.125 0.851
N -3.253 0.515 0.792
N 1.217 1.243 0.151
N -1.291 1.061 -0.602
C 0.232 0.466 0.193
C -2.432 0.850 0.056
C -1.100 -1.912 -0.301
C 2.511 0.895 0.326
H -0.676 -2.956 -0.243
H 2.881 0.842 -0.683
H -0.752 -1.759 -1.269
H -1.024 2.015 -0.875
H -2.177 -1.894 -0.074
H 3.201 1.712 0.772
H 2.610 0.045 0.907
*
```

Values from the calculation:
SMILES: C/N=C(/NC#N)SC
LUMO level in eV: 0.4

natural (NBO) atomic charge list, values in e, 5 entries:
1. S 0.2752
2. N -0.3954
3. N -0.4607
4. N -0.7295
5. C 0.3105

---

# 20
A 2-piece molecular cluster, C4H7N3S overall in a non-equilibrium geometry. Source: the OMol25 dataset; level of theory: ωB97M-V/def2-TZVPD.

ORCA input file:
```
! wB97M-V def2-TZVPD RIJCOSX def2/J DEFGRID3
* xyz 0 1
S 3.399 -0.228 0.039
N 1.594 1.791 -0.339
N -0.882 1.082 -0.175
N -0.583 -0.100 -0.081
C -2.129 1.500 0.380
C 2.226 0.783 -0.266
C 0.606 -2.405 -0.195
C 0.061 -1.081 -0.119
H -2.581 2.211 -0.414
H 0.638 2.001 -0.391
H -1.938 2.106 1.308
H 1.714 -2.166 -0.303
H -2.769 0.613 0.699
H 0.486 -3.112 0.711
H 0.158 -2.994 -0.854
*
```

Values from the calculation:
LUMO level in eV: 0.5

natural (NBO) atomic charge list, values in e, 5 entries:
1. S -0.0876
2. N -0.6211
3. N -0.4322
4. N -0.0103
5. C -0.4289

---

Going through the records in order, we get molecular weight values of 97.1 97.1 113.1 113.1 113.1 113.1 113.1 113.1 113.1 113.1 113.1 129.1 145.1 209.1 145.2 129.2 129.2 129.2 129.2 129.2 g mol⁻¹.
Going through the records in order, we get ΔE to the lowest compared entry with this formula, charge and spin values of 41.4 0.0 175.9 80.4 121.0 46.7 113.6 143.2 18.9 145.4 164.8 243.7 129.5 4.2 132.4 107.0 37.3 87.0 86.3 115.1 kcal/mol.